323
Properties=species:S:1:pos:R:3:forces:R:3:mulliken_charge:R:1 method="wB97M-V/def2-TZVPD" e_homo_ev=-8.221 relative_energy_kj_mol=513.8
O 17.8541 -22.8790 1.1983 0.07 1.51 0.68 -0.039
O 23.9476 -24.5467 1.3622 1.14 -0.18 0.39 -0.181
O 16.8708 -31.5846 -2.7105 0.14 0.52 1.97 -0.281
O 20.1871 -21.2868 4.7296 0.28 -0.49 0.86 0.628
O 23.5261 -29.8652 1.9404 -0.50 0.27 0.60 -0.071
O 17.0323 -18.0439 -0.4764 1.29 0.79 0.21 -0.118
O 24.0339 -25.9439 6.4210 -0.87 0.39 1.45 -0.488
O 25.0626 -28.7477 -3.0284 0.38 0.89 -0.13 0.467
O 24.4456 -21.4021 6.6439 0.71 -0.14 3.52 -0.509
O 16.9877 -31.2294 1.7489 -0.07 0.93 1.01 -0.352
O 23.3108 -26.7954 -9.8931 1.08 -0.71 0.84 -0.382
O 21.1561 -23.9454 -2.5433 0.41 -1.09 1.28 1.538
O 24.8428 -33.9736 -2.8775 -0.37 0.19 -0.36 -0.315
O 20.9126 -17.0699 0.5458 -0.53 0.26 -1.19 -0.133
O 27.8295 -23.4557 -1.9424 -2.13 -0.77 -0.04 -0.288
O 27.3433 -26.0538 3.9914 0.35 -1.37 0.86 -0.110
O 23.4984 -19.5059 -3.8996 -0.04 -0.35 -0.62 -0.542
O 19.8746 -28.1841 -2.0059 -0.86 -0.35 -0.62 0.666
O 27.5961 -19.1880 -0.6055 -0.15 0.07 -1.04 -0.464
N 22.9152 -17.2014 2.5611 0.74 -0.53 -0.65 -0.492
N 25.8872 -27.7130 -8.7971 -0.18 0.04 -0.04 -0.842
N 30.0373 -26.1862 -0.7805 0.07 -0.72 0.57 -0.760
N 21.0238 -26.0157 -0.4192 -0.38 0.27 1.33 1.420
N 16.5536 -31.0534 -5.4151 -0.08 0.45 0.30 -0.726
N 18.6734 -19.5695 7.6265 0.41 0.09 0.16 -0.733
N 20.7515 -25.6886 -5.7557 -0.90 -0.46 -0.25 -0.681
N 21.9781 -24.8958 3.4391 0.41 -0.31 -0.73 2.356
N 13.1467 -31.1181 1.8152 0.52 1.31 0.07 -0.691
N 28.6696 -28.5220 -1.8635 0.13 1.58 -0.55 -0.558
N 28.9821 -29.3943 3.8589 1.27 -0.04 -1.19 -0.693
N 26.1661 -19.6909 2.0893 -0.92 -0.61 -1.23 -0.253
N 26.8483 -31.4300 2.9254 -1.22 0.54 -0.18 -0.702
N 24.5380 -19.5365 -1.1270 -0.41 0.30 -0.98 -0.366
N 16.6769 -26.6639 -2.7271 -0.81 1.02 -1.27 -0.719
N 18.8364 -20.4097 -0.6668 0.04 1.07 -0.82 0.395
N 19.3055 -26.1038 2.4211 0.26 -0.66 0.39 -0.416
N 24.3077 -20.1067 9.2610 -0.07 -0.13 -0.71 -0.810
N 27.1104 -36.1173 -4.8368 0.61 -0.48 0.21 -0.694
C 27.5988 -19.5364 1.7545 -1.44 0.18 0.55 0.361
C 18.3256 -25.0463 2.4352 0.15 0.21 -1.78 0.412
C 27.5051 -24.8134 3.4221 -0.35 1.29 -0.69 -0.714
C 24.6050 -30.1718 2.8199 0.74 -1.33 -1.13 -0.662
C 15.9939 -17.2032 -0.0893 -0.61 -0.05 0.21 -0.881
C 25.6040 -31.2549 2.1566 -1.59 -0.56 -0.24 1.379
C 17.8538 -19.9068 -1.6974 0.59 -1.54 1.88 0.511
C 24.6776 -35.9262 -5.1673 -0.76 -0.04 -0.21 -1.376
C 22.5464 -24.6760 4.7278 -0.20 0.07 2.86 3.413
C 23.2098 -26.9862 -0.5861 1.31 0.87 0.97 0.383
C 27.8734 -19.5888 -1.9589 0.47 -1.18 0.75 -0.588
C 23.3711 -21.1860 8.8759 0.17 0.90 0.08 0.236
C 14.4972 -31.6047 1.6803 1.03 -2.45 0.56 0.308
C 18.0452 -30.3288 2.1595 0.54 -0.74 -0.62 -0.610
C 24.5298 -21.2408 5.3052 0.49 1.32 -0.85 -0.377
C 21.4040 -24.3876 5.7282 0.43 -0.46 0.16 -1.808
C 16.6393 -19.2568 -1.0248 -0.14 0.09 -1.26 -0.769
C 17.2195 -32.5799 -3.6326 -0.57 -0.13 -0.92 -0.589
C 25.9280 -35.3457 -4.5608 -0.88 1.49 0.17 0.610
C 20.2420 -16.8486 -0.7393 0.02 -0.37 0.92 -0.506
C 24.6984 -27.9779 -6.6078 0.00 -0.88 1.01 -1.316
C 21.4058 -15.8648 1.1292 -0.49 -0.52 0.05 -0.983
C 22.5651 -14.9096 3.1230 0.70 1.17 0.60 -1.569
C 17.6891 -27.2395 -0.5241 0.56 0.95 -0.69 -0.255
C 17.6577 -31.6557 -1.5139 1.11 -0.16 0.05 -0.878
C 25.1133 -25.0458 6.6440 0.10 -0.84 -0.99 0.467
C 23.7071 -26.6693 -8.5031 -1.22 -0.30 -0.43 -0.632
C 28.6179 -28.0731 5.8996 -0.58 0.09 -0.57 -1.661
C 17.5354 -21.1234 -2.5336 0.10 -0.33 -1.00 -1.310
C 22.3019 -26.1024 0.3095 -0.04 0.83 -0.89 2.333
C 21.9653 -16.1318 2.5597 -1.64 -0.18 -1.50 0.535
C 21.2638 -25.5515 -4.4037 1.30 0.85 0.35 2.086
C 23.4199 -20.4336 -1.5260 2.51 -0.64 -0.60 1.469
C 22.7180 -20.1531 -2.8842 0.56 1.45 0.41 0.278
C 28.6647 -24.6148 -2.0345 -0.15 1.13 0.39 -1.198
C 14.5987 -32.2173 0.2728 1.39 0.44 -0.50 -1.128
C 24.9408 -30.1108 -3.4052 0.76 -0.25 0.38 -0.617
C 26.7363 -28.6276 -0.4150 -0.37 -0.20 -0.50 -0.541
C 28.3083 -20.1541 2.9135 0.70 -0.61 0.04 -1.511
C 22.8241 -25.5399 -4.5136 -0.79 0.71 0.33 -0.208
C 16.2545 -32.3510 -4.8234 0.41 -0.73 -1.43 0.303
C 18.7000 -24.0057 1.3031 -0.08 -0.05 1.37 1.842
C 20.6016 -20.9870 3.4137 -0.57 0.49 -0.08 -1.045
C 19.2215 -20.7304 6.9334 -0.03 -0.52 -0.33 1.859
C 20.5815 -29.3256 -2.4222 0.36 -0.30 -0.08 -0.692
C 26.4025 -23.8481 -1.7713 1.93 0.35 -0.08 0.385
C 28.1717 -27.0757 3.4368 0.42 -0.22 1.32 -0.392
C 15.7158 -30.6835 2.1450 -0.86 -0.18 -1.76 -0.527
C 22.5420 -20.5235 -0.3591 -2.30 -0.55 0.22 0.970
C 24.5491 -23.2652 1.5811 0.09 -0.10 -0.20 0.043
C 24.9120 -33.3285 -1.6022 0.10 -0.27 -0.97 -0.922
C 24.2397 -20.3088 -4.8139 1.04 -0.47 1.03 -0.401
C 19.6065 -20.2319 5.5314 -0.12 -1.17 -1.12 -1.358
C 26.3702 -28.1632 -2.9510 0.83 0.45 0.71 -0.754
C 23.2064 -21.3360 7.3123 -0.15 -0.88 0.72 0.257
C 24.9471 -32.6682 1.9271 -0.49 1.19 0.44 -1.660
C 29.6361 -23.9724 0.1246 0.29 1.12 1.36 -1.411
C 22.4878 -29.1250 2.6143 -0.73 -1.19 -0.46 -1.020
C 23.4340 -25.9358 5.1710 -0.84 0.64 -1.02 -0.839
C 27.9360 -20.1572 0.3724 -0.06 1.04 0.79 0.034
C 28.2265 -28.3061 4.3988 -1.00 0.47 1.24 0.849
C 25.6404 -35.1358 -3.0784 0.35 0.01 0.66 -0.789
C 22.0802 -20.8893 9.6616 -0.67 -0.23 -0.79 -1.369
C 27.2485 -28.7918 -1.8515 -0.77 -1.96 -0.40 0.611
C 22.2539 -25.9989 -10.3133 -0.15 1.01 -0.36 -0.780
C 18.5830 -28.0748 -2.6627 1.36 0.75 -0.35 -1.123
C 29.0774 -25.1262 -0.6317 -0.13 0.38 -1.12 2.303
C 18.2376 -24.5259 3.8636 -0.66 1.06 -0.68 -1.397
C 18.1806 -21.8497 6.9641 -0.41 -0.46 -0.86 -1.434
C 20.3020 -23.1757 -1.7782 0.13 1.01 1.95 -0.013
C 22.7855 -24.6033 0.5775 -0.15 -0.85 -0.92 -1.773
C 24.5967 -27.8462 -8.1000 -0.32 0.78 -0.84 0.682
C 17.8813 -26.9024 -2.0339 -0.12 -1.39 2.17 2.361
C 16.5101 -23.0473 0.8086 0.73 -1.13 -0.49 -0.790
C 20.6537 -24.2232 -3.7834 0.64 -0.85 -2.03 -1.811
C 16.3902 -33.4371 -5.9463 0.39 -0.03 1.62 -1.449
H 20.1122 -21.0991 7.4422 0.19 0.25 0.06 -0.955
H 16.0446 -22.1111 0.5004 0.33 0.19 0.33 0.057
H 21.6465 -29.2586 -2.2000 0.00 0.51 0.20 -0.177
H 25.8089 -32.7120 -1.5434 0.54 -0.34 0.29 0.259
H 25.1913 -28.9249 -6.3877 0.69 0.15 0.09 0.309
H 25.7867 -19.0855 2.8032 0.69 0.18 0.55 0.239
H 29.5559 -24.2553 -2.5488 0.30 -0.02 0.09 0.368
H 15.9102 -23.5442 1.5710 -0.11 0.05 0.11 0.323
H 22.1431 -26.5601 1.2859 -0.08 -0.19 -0.06 -0.565
H 22.5683 -20.5580 6.8932 -0.12 0.27 0.00 0.466
H 25.1331 -23.2343 2.5010 0.01 -0.67 0.03 -0.049
H 16.0315 -27.4387 -2.7841 0.05 -0.03 0.27 0.258
H 23.0021 -20.9659 0.5244 0.28 0.40 -0.10 -0.282
H 27.2066 -28.6898 4.4254 -0.37 0.19 0.20 -0.059
H 28.9960 -20.4097 0.3985 0.42 0.25 -0.36 0.571
H 20.2256 -17.8183 -1.2369 -0.12 0.06 0.07 -0.152
H 23.8709 -22.4227 1.7167 -0.59 -0.19 -0.31 -0.174
H 29.0129 -23.0821 0.0403 0.22 0.13 -0.64 0.112
H 28.9361 -19.8179 -2.0378 0.35 0.57 -0.28 0.376
H 20.8948 -23.3203 -4.3443 0.06 -0.20 -1.15 0.355
H 18.3875 -21.3968 -3.1560 0.27 0.42 -0.06 0.198
H 20.2567 -19.3581 5.5743 0.20 0.01 0.16 0.349
H 25.0851 -29.2111 3.0063 0.61 -0.13 0.41 0.207
H 29.6546 -24.0606 1.2109 0.06 -0.83 0.14 0.255
H 17.4356 -23.7895 3.9166 -0.22 0.01 0.17 0.422
H 20.5143 -29.4508 -3.5029 -0.17 -0.19 -0.18 0.425
H 30.8112 -25.9512 -1.3855 0.13 0.47 -0.01 0.351
H 25.5307 -25.2111 7.6372 -0.31 -0.08 0.02 0.266
H 28.6518 -29.0624 6.3560 -0.33 -0.07 0.09 0.499
H 13.0843 -30.4672 1.0455 -0.72 0.40 -0.27 0.292
H 26.5609 -35.0067 -2.5090 0.31 -0.18 0.06 0.417
H 23.7539 -28.1728 -6.0998 -0.54 0.22 -0.47 0.356
H 28.2029 -25.4893 -0.0916 -0.11 -0.33 -0.07 -0.801
H 27.8599 -35.8845 -4.2010 0.00 0.02 0.34 0.243
H 15.5343 -29.7369 1.6360 0.27 0.45 -0.39 0.212
H 25.6234 -27.4643 -9.7398 0.06 0.52 -0.34 0.302
H 27.7788 -18.4628 1.8099 0.70 0.12 -0.85 0.322
H 29.9595 -29.1585 3.9548 0.39 -0.02 -0.30 0.284
H 27.5161 -18.9163 -2.7388 0.13 0.52 0.63 0.305
H 26.2925 -24.5574 -0.9510 0.03 -0.02 0.18 0.087
H 15.7196 -30.3992 3.1973 -0.21 -0.60 0.34 0.412
H 22.7565 -25.0919 2.8262 0.21 -0.36 -0.25 -0.978
H 16.6777 -30.4693 -4.6005 -0.21 0.73 0.02 0.249
H 23.8941 -30.3531 -3.5893 -0.01 0.31 0.20 0.267
H 18.1940 -19.9337 8.4374 -0.05 0.24 0.33 0.326
H 28.8907 -30.2512 4.3856 -0.45 0.01 0.19 0.264
H 17.2852 -21.5261 6.4335 -0.14 0.20 -0.18 0.345
H 23.9074 -19.2589 8.8855 -0.48 0.54 0.32 0.298
H 21.2720 -20.1276 3.4056 0.09 0.12 -0.18 0.565
H 21.2553 -26.3997 -10.1397 -0.01 -0.39 0.25 0.269
H 22.9006 -24.1872 -0.4234 0.44 0.38 -0.26 1.595
H 15.5270 -16.7024 -0.9375 -0.18 -0.11 -0.28 0.337
H 20.6032 -25.1113 5.5760 -0.10 0.00 0.34 0.341
H 16.2221 -25.8354 -2.3710 -0.29 -0.16 -0.08 0.301
H 25.8450 -22.9426 -1.5318 0.02 -0.05 -0.24 -0.792
H 24.5012 -19.8324 -5.7588 -0.60 0.61 0.20 0.315
H 18.1049 -29.4509 1.5163 -0.51 0.37 0.27 0.062
H 25.7628 -29.0758 -0.2162 0.04 -0.35 -0.30 0.040
H 16.1909 -34.4129 -5.5035 -0.12 -0.14 -0.04 0.362
H 25.6207 -19.3838 1.2965 -0.22 -0.14 -0.54 -0.054
H 18.3544 -20.8502 0.1037 -0.29 -0.41 0.04 -0.204
H 28.1167 -21.2271 2.9239 0.00 -0.13 0.11 0.076
H 15.8930 -19.0997 -1.8035 -0.34 0.21 -0.29 0.408
H 28.5071 -24.3902 3.3518 0.64 -0.62 0.14 0.415
H 20.7020 -26.9584 -0.5859 -0.04 -0.04 -0.24 -0.232
H 24.8352 -34.0624 -0.7999 0.02 0.21 0.17 0.522
H 13.7173 -32.6689 -0.1826 -0.42 0.13 0.81 0.434
H 22.8097 -26.7203 -7.8866 -0.28 -0.06 0.11 0.169
H 29.0721 -28.9994 -1.0697 0.33 -0.16 -0.21 0.224
H 13.1177 -30.5293 2.6353 -0.39 0.13 0.42 0.277
H 28.2270 -25.3494 -2.7104 -0.22 -0.42 0.25 0.259
H 19.7428 -25.6549 -5.7167 -0.58 0.77 0.04 0.363
H 23.6510 -16.8581 1.9604 0.90 0.07 0.09 0.310
H 25.2325 -23.0414 0.7619 -0.03 0.17 -0.14 -0.300
H 19.7595 -20.8391 2.7377 -0.44 0.61 0.11 0.532
H 18.0533 -25.2996 4.6090 0.05 -0.15 -0.26 0.513
H 24.8480 -19.0444 -1.9527 0.14 0.35 -0.17 0.349
H 18.6732 -27.0193 -0.1104 -0.20 -0.74 0.57 -0.600
H 23.2928 -25.7844 -3.5603 0.00 0.28 0.05 -0.056
H 26.0559 -24.3374 -2.6816 -0.17 0.19 -0.14 0.524
H 19.6988 -23.6504 1.5566 0.09 0.49 0.01 -0.912
H 17.3937 -25.4350 2.0246 -0.54 -0.33 0.73 0.384
H 30.6773 -23.7861 -0.1384 -0.05 0.27 -0.36 0.411
H 23.8159 -35.3254 -4.8763 0.04 0.26 0.09 0.308
H 25.1981 -20.5120 -4.3361 0.35 -0.24 -0.02 0.108
H 22.0136 -13.9828 2.9649 -0.52 -0.20 0.22 0.384
H 27.4381 -21.1034 0.1603 -0.47 -0.18 0.28 -0.211
H 17.0030 -26.5534 -0.0275 -0.21 0.04 -0.15 0.346
H 23.8344 -21.2907 -5.0583 -0.66 0.02 0.18 0.133
H 18.8282 -24.4507 0.3164 -0.31 -0.67 0.05 -0.535
H 26.2993 -28.6188 -8.9697 0.20 -0.35 0.51 0.262
H 25.1306 -27.1669 -6.0217 0.45 0.08 -0.47 0.360
H 21.7283 -21.1979 -0.6257 -0.35 -0.08 0.22 -0.576
H 17.8227 -22.1123 7.9596 0.38 0.24 0.29 0.447
H 24.5013 -20.1770 5.0691 -0.83 0.38 -0.45 0.544
H 19.2854 -19.6080 -0.2476 0.21 0.23 0.14 -0.124
H 22.7716 -22.3201 7.1376 -0.79 0.01 0.00 -0.414
H 21.7956 -24.3947 6.7454 -0.04 -0.48 0.16 0.550
H 27.2193 -30.4907 2.9238 0.85 0.07 0.24 0.182
H 25.8796 -30.9266 1.1544 -0.31 0.49 -0.20 -0.541
H 24.2365 -30.6313 3.7370 -0.06 0.17 0.29 0.455
H 16.3288 -16.4094 0.5784 0.39 -0.24 0.04 0.223
H 18.0866 -30.0911 3.2225 -0.78 0.26 0.07 0.469
H 26.5664 -27.5902 -0.1267 0.51 0.26 -0.14 -0.427
H 21.1578 -25.5795 -1.3202 0.17 0.04 -0.18 -1.771
H 29.1797 -26.6679 3.3616 0.26 0.00 -0.42 0.453
H 21.0370 -26.4138 -3.7769 -0.56 0.06 0.38 -1.233
H 25.3403 -20.0863 -0.8548 0.06 -0.11 0.15 -0.177
H 21.0369 -23.3665 5.6253 -0.25 -0.04 -0.48 -0.012
H 20.6559 -16.1238 -1.4402 1.02 0.08 0.35 0.478
H 25.4963 -30.4234 -4.2894 0.17 0.52 -0.42 0.374
H 18.0089 -29.0012 -2.6829 -0.09 -0.24 0.64 -0.022
H 22.7284 -28.1519 3.0423 0.52 0.07 -0.31 0.285
H 24.0828 -28.7341 -8.4682 -0.31 -0.16 0.01 0.211
H 22.0738 -23.9589 1.0937 -0.83 -0.40 -0.24 -0.026
H 26.8796 -28.1030 -3.9128 0.09 -0.81 -0.38 0.461
H 23.0162 -23.6974 4.8259 1.38 -0.25 -0.49 -1.754
H 23.8449 -21.4273 -1.6678 0.21 -0.41 -0.04 -0.804
H 18.6914 -19.9563 5.0073 -0.35 0.41 0.02 0.557
H 25.3416 -30.7564 -2.6237 -0.29 -0.09 0.24 -0.275
H 15.2231 -32.2605 -4.4826 0.03 -0.38 0.30 0.319
H 21.6816 -24.0010 3.0764 -0.52 0.25 0.09 -1.310
H 25.1169 -36.0303 -2.7408 -0.07 -0.07 0.54 0.256
H 14.9211 -31.4782 -0.4607 0.15 0.24 -0.10 0.185
H 27.0982 -24.8071 2.4109 -0.15 0.16 -0.30 0.289
H 17.2206 -33.5898 -3.2225 -0.46 -0.15 0.30 0.427
H 22.8637 -28.0130 -0.7044 -0.25 0.12 0.25 0.080
H 25.6317 -33.3980 1.4948 0.26 0.17 0.10 0.424
H 18.7171 -31.6187 -1.7678 0.24 -0.64 -0.40 0.552
H 15.2522 -17.8051 0.4359 -0.39 0.16 0.16 0.346
H 24.0950 -32.5910 1.2517 0.01 0.17 -0.14 0.269
H 27.4028 -31.9566 2.2656 0.66 -0.13 0.27 0.336
H 26.9859 -24.0632 4.0185 -0.43 -0.21 0.08 0.030
H 16.1300 -19.8418 -0.2590 0.25 -0.62 0.17 0.169
H 24.1689 -26.2088 4.4137 0.45 0.55 -0.50 0.528
H 19.3096 -23.5741 -1.5669 -0.28 -0.36 -0.77 0.034
H 23.7438 -22.1054 9.3274 0.30 -0.20 -0.48 0.251
H 21.2458 -21.5136 9.3420 0.08 -0.46 0.02 0.345
H 19.2277 -16.4705 -0.6114 -0.22 -0.36 0.43 0.222
H 23.5203 -14.6777 2.6519 0.29 -0.30 -0.02 0.369
H 17.4261 -22.0558 -1.9798 -0.73 0.25 0.38 0.053
H 22.1498 -15.5080 0.4170 0.47 0.51 0.30 0.395
H 22.3073 -21.0939 -3.2508 -0.34 0.08 -0.02 0.087
H 17.3302 -28.2624 -0.4100 0.21 -0.05 0.22 0.265
H 21.9976 -29.7108 3.3919 0.57 -0.34 0.60 0.476
H 22.5237 -17.8835 1.9274 -0.27 -0.80 0.15 0.112
H 19.0214 -30.7919 2.0160 -0.16 -0.65 -0.32 0.269
H 27.2886 -29.8287 -2.1853 -1.12 -0.81 0.74 0.100
H 18.5510 -26.0429 -2.0623 -0.05 0.21 -0.38 -1.176
H 17.6664 -30.8462 -0.7840 -1.34 0.70 -0.57 0.061
H 19.5667 -24.2957 -3.8200 -0.33 -0.27 0.34 0.475
H 22.7750 -26.8037 5.1472 -0.41 0.05 0.26 0.115
H 20.0654 -25.7989 3.0125 0.43 -0.17 0.12 0.045
H 23.3707 -26.5745 -1.5825 -0.43 0.23 -0.08 -1.099
H 16.5518 -23.6782 -0.0792 -0.53 -0.32 -0.30 0.195
H 18.2416 -32.4144 -3.9732 0.34 0.08 -0.24 0.253
H 24.8515 -23.9949 6.5208 -0.06 0.07 -0.06 -0.155
H 27.8999 -19.7297 3.8306 0.24 -0.03 0.08 0.427
H 27.8561 -27.4767 6.4017 0.11 0.06 0.09 0.217
H 20.7988 -26.6675 -5.9998 0.83 -0.38 -0.33 0.315
H 24.6557 -35.9270 -6.2571 0.28 -0.30 -0.02 0.356
H 27.4778 -29.0945 0.2333 -0.12 0.12 0.34 0.639
H 16.7403 -20.9265 -3.2527 -0.39 -0.26 0.21 0.569
H 27.4996 -35.8832 -5.7390 -0.28 -0.11 -0.31 0.270
H 26.0027 -34.3131 -4.9017 0.21 0.27 -0.43 0.162
H 17.9414 -19.2065 7.0329 -0.25 0.28 -0.06 0.333
H 15.7736 -33.3479 -6.8407 -0.01 0.51 0.27 0.375
H 23.2406 -26.2336 -5.2439 -0.52 -0.05 -0.04 -0.594
H 29.5542 -26.9453 -1.2392 0.04 -0.40 -0.09 0.405
H 22.2813 -25.0033 -9.8704 0.06 0.16 0.29 0.322
H 26.3781 -27.1046 -2.6914 -1.29 0.29 0.11 -0.367
H 19.7263 -26.2588 1.5161 -0.11 0.16 -0.33 -0.066
H 19.1269 -23.9589 4.1388 0.24 -0.18 -0.05 -0.162
H 24.1115 -25.6740 -8.3191 0.54 0.01 -0.08 0.395
H 25.8378 -25.3935 5.9076 0.68 0.70 -0.05 -0.329
H 14.5417 -32.4893 2.3156 0.15 -0.05 0.41 0.189
H 22.3633 -25.8240 -11.3837 0.00 -0.24 -0.09 0.286
H 17.4703 -32.5213 -0.8786 -0.22 -0.38 -0.43 0.380
H 18.4534 -22.7924 6.4897 0.43 0.05 -0.08 0.065
H 21.9852 -19.3674 -2.7006 -0.64 -0.40 0.04 -0.201
H 18.7092 -27.8177 -3.7144 0.44 -0.04 -0.35 0.372
H 21.1393 -16.4839 3.1777 -0.35 0.25 0.01 0.232
H 22.0752 -19.5611 -0.1494 0.14 0.14 0.30 -0.229
H 21.6342 -29.0618 1.9393 0.37 0.56 -0.57 0.174
H 20.7204 -23.1465 -0.7722 0.23 0.09 0.03 -1.022
H 21.0722 -21.8269 2.9027 0.47 -0.36 0.75 -0.580
H 20.2419 -30.2197 -1.8994 -0.27 -0.13 -0.16 -0.171
H 29.3853 -19.9974 2.8538 0.08 0.05 0.20 0.442
H 18.3659 -19.2050 -2.3556 -0.11 0.37 0.30 0.365
H 15.3630 -32.9944 0.2658 0.12 0.07 -0.02 0.268
H 20.5749 -15.1610 1.1765 -0.02 0.38 0.11 0.364
H 22.7381 -15.0823 4.1852 0.11 0.33 0.03 0.356
H 24.1200 -32.5804 -1.5672 -0.37 -0.42 0.07 0.338
H 21.6739 -19.8904 9.5029 0.41 0.33 -0.08 0.375
H 29.6040 -27.6680 6.1268 0.09 0.39 -0.56 0.360
H 27.7908 -27.3926 2.4659 0.10 -0.04 -0.20 -0.015
H 27.4545 -20.5637 -2.2080 -0.60 -0.27 0.27 0.039
H 25.1177 -20.1557 8.6598 0.57 -0.55 0.03 0.325
H 20.2285 -22.1304 -2.0783 -0.11 -0.03 -0.43 0.341
H 22.2108 -21.0348 10.7339 0.23 0.01 -0.13 0.333
H 24.2187 -27.0267 -0.1755 0.17 -0.27 0.23 -0.054
H 25.5842 -21.4174 5.0929 -0.19 -0.97 -0.69 0.162
H 17.4793 -31.0637 -5.8190 0.25 -0.23 -0.36 0.324
H 24.4666 -36.9120 -4.7528 0.25 -0.26 -0.29 0.337
H 24.5360 -33.0725 2.8520 0.24 -0.03 0.19 0.388
H 17.4475 -33.4582 -6.2107 0.07 0.00 -0.38 0.318
H 23.7543 -21.8083 4.7909 0.35 -0.09 -0.59 -0.229
H 29.0472 -28.8564 -2.7386 0.43 -0.12 0.14 0.243
H 23.0783 -24.5311 -4.8392 0.43 0.04 0.07 0.003